Record 1
This record from the OMol25 dataset describes C10H19O12Tl as an isolated structure in a non-equilibrium geometry. The level of theory is ωB97M-V/def2-TZVPD.

```
! RIJCOSX wB97M-V def2-TZVPD def2/J DEFGRID3
* xyz 2 1
Tl 0.57283 1.24084 3.63833
O -1.50751 -0.68824 0.67641
C -0.65589 -0.34220 1.65198
O 0.45566 -0.82462 1.60384
O -0.86305 0.44051 2.54603
H -0.93623 -1.36164 0.29991
C 0.03959 1.15040 -0.32178
O 1.11621 0.86665 -1.26721
C 2.11474 -0.18205 -0.99238
O 2.14256 -0.87644 0.04337
O 2.86088 -0.38813 -2.07744
C 3.55063 -1.60800 -2.24147
H -0.37979 2.14244 -0.48935
H 0.27251 1.01268 0.73410
H -0.83756 0.50896 -0.40701
H 4.13676 -1.79784 -1.34230
H 4.15474 -1.69797 -3.14428
H 2.77548 -2.36578 -2.35548
C 1.26126 4.76575 2.23055
O 0.11787 4.33902 1.38889
C -0.26058 3.04609 1.34189
O 0.32930 2.03620 1.70701
O -1.46923 3.05123 0.77994
C -2.31330 1.89697 0.90033
H 1.95776 5.36244 1.64152
H 1.78538 3.93358 2.70052
H 0.87168 5.32078 3.08394
H -1.87037 1.06642 0.35069
H -3.25049 2.10232 0.38305
H -2.35795 1.69596 1.97071
C -3.02571 -1.61426 -0.30646
O -2.04250 -2.64645 -0.23463
C -1.11392 -2.76721 -1.32875
O -1.02425 -1.93980 -2.25912
O -0.33359 -3.84221 -1.11602
C 0.69646 -4.18526 -2.00223
H -3.91818 -1.93888 0.22854
H -3.28411 -1.49818 -1.35902
H -2.67448 -0.62148 -0.02516
H 1.37640 -3.36338 -2.22644
H 0.36624 -4.46331 -3.00310
H 1.16373 -4.96591 -1.40192
*
```

For the calculated total energy, the calculation gives -1466.63347 Ha. For the orbital gap, the calculation gives 3.666 eV. The energy above the lowest of the compared OMol25 structures with the same formula, charge and spin is 7.099 eV.

Record 2
This record from the OMol25 dataset describes one molecule with the formula C4H3FS in a non-equilibrium geometry. The level of theory is ωB97M-V/def2-TZVPD.

```
! RIJCOSX wB97M-V def2-TZVPD def2/J DEFGRID3
* xyz 0 1
C 0.84123 0.07532 0.06664
C -0.16441 -0.93859 -0.17691
C 0.53097 1.49317 0.09067
C -1.41821 -0.95354 0.30129
F -2.27870 -1.86968 -0.02822
S -0.90356 2.25122 -0.04695
H 1.81776 -0.13694 -0.14387
H 0.22361 -2.04073 -0.44455
H 1.35130 2.11978 0.38189
*
```

For the calculated total energy, the calculation gives -652.08758 Ha. For the orbital gap (alpha / beta), the calculation gives 7.046 / 6.655 eV. The energy above the lowest of the compared OMol25 structures with the same formula, charge and spin is 4.172 eV.

Record 3
This record from the OMol25 dataset describes C44H38CsN6O3SSbSe8 as an isolated structure in a non-equilibrium geometry. The level of theory is ωB97M-V/def2-TZVPD.

```
! RIJCOSX wB97M-V def2-TZVPD def2/J DEFGRID3
* xyz -2 1
Cs -0.21363 -1.17881 0.70523
Se -5.36045 -5.53184 -0.96521
Se -5.33932 -3.81863 -2.49534
C -5.30342 -2.34637 -1.24210
C -5.37613 -1.04537 -1.72584
C -5.29343 -0.01538 -0.79820
C -5.13363 -0.32509 0.54302
C -5.05985 -1.66096 0.91308
N -5.15239 -2.65229 0.02934
C -3.59005 -5.28954 -0.21391
C -3.44977 -5.39203 1.16598
C -2.17555 -5.26753 1.70028
C -1.11322 -5.05350 0.82987
C -1.38161 -4.91983 -0.52114
N -2.60345 -5.03867 -1.04788
H -5.49868 -0.84791 -2.78398
H -5.33727 1.01769 -1.12519
H -5.03086 0.43574 1.30207
H -4.88359 -1.94127 1.94446
H -4.31199 -5.51409 1.80773
H -2.02430 -5.26629 2.77502
H -0.11549 -4.90880 1.21954
H -0.58963 -4.69658 -1.23189
O 5.65335 3.17294 -2.64510
C 4.90549 2.18402 -3.33899
C 3.86181 1.58461 -2.43743
C 2.86063 0.79432 -2.98380
C 1.93116 0.22777 -2.13085
N 1.95346 0.39335 -0.81579
C 2.91387 1.14722 -0.28057
C 3.88509 1.76887 -1.06474
C 2.90314 1.26083 1.21318
C 3.87467 1.96138 1.92257
C 3.81197 1.99320 3.31013
C 4.83423 2.74511 4.12134
O 5.53308 1.92461 5.04826
C 2.76643 1.33383 3.93601
C 1.82577 0.67954 3.15456
N 1.89572 0.64512 1.82819
H 6.36297 3.47089 -3.21939
H 5.56533 1.38103 -3.68933
H 4.41155 2.61667 -4.21644
H 2.79922 0.61786 -4.05123
H 1.12890 -0.38608 -2.52012
H 4.65465 2.38521 -0.62709
H 4.68601 2.46733 1.41549
H 4.33791 3.57219 4.64586
H 5.59413 3.17390 3.46673
H 4.88987 1.36298 5.49575
H 2.63183 1.31803 5.01275
H 0.99391 0.16884 3.63314
Se 2.18333 -4.85942 -2.92451
Se 2.18035 -3.21130 -4.50644
C 0.44515 -2.41332 -4.20369
C -0.07027 -1.63171 -5.23332
C -1.29588 -1.02322 -5.03622
C -1.96397 -1.23332 -3.84170
C -1.36060 -2.02602 -2.87995
N -0.16409 -2.59645 -3.04546
C 2.85233 -3.88877 -1.38678
C 2.65323 -4.48664 -0.14693
C 3.10453 -3.81138 0.97248
C 3.74205 -2.58686 0.80393
C 3.90142 -2.10259 -0.47945
N 3.45964 -2.73889 -1.57031
H 0.47509 -1.51425 -6.16130
H -1.72995 -0.40368 -5.81104
H -2.93311 -0.79500 -3.64674
H -1.86243 -2.20876 -1.93701
H 2.12585 -5.42858 -0.06036
H 2.92744 -4.20419 1.96490
H 4.06740 -2.01139 1.65961
H 4.39188 -1.15198 -0.65743
Se -0.20986 -0.48877 6.16823
Sb -1.20530 -1.95861 4.46182
Se 0.66812 -3.02935 3.18602
Se -2.39191 -0.45114 2.81525
Se -2.77643 -3.68058 5.20549
O -0.65268 2.09565 -1.80174
S -1.43198 1.97951 -0.53661
C -2.69412 3.26668 -0.59971
C -2.62418 4.22347 -1.59593
C -3.59559 5.21403 -1.64636
C -4.62341 5.23135 -0.71317
C -4.68624 4.25577 0.27460
C -3.72103 3.26205 0.33240
C -0.49452 2.80797 0.76263
C 0.59752 3.58140 0.41115
C 1.30599 4.22686 1.41349
C 0.92283 4.08025 2.74127
C -0.17106 3.29321 3.07454
C -0.89719 2.65508 2.07930
H -1.81699 4.16830 -2.31590
H -3.55131 5.97323 -2.41768
H -5.38035 6.00460 -0.75667
H -5.48989 4.26442 0.99969
H -3.75183 2.50015 1.10223
H 0.89281 3.64492 -0.62966
H 2.17243 4.82562 1.15895
H 1.50075 4.55715 3.52393
H -0.44173 3.12534 4.10966
H -1.71064 1.99099 2.35250
*
```

For the calculated total energy, the calculation gives -22123.94556 Ha. For the orbital gap, the calculation gives 4.169 eV. The energy above the lowest of the compared OMol25 structures with the same formula, charge and spin is 0.577 eV.

- Among the records above, which one has the lowest calculated total energy?
  C44H38CsN6O3SSbSe8

- The highest calculated total energy belongs to which entry?
  C4H3FS